Entry w
The following is a quantum chemistry calculation of a 2-piece molecular cluster, C3H4ClFO overall, from the Open Molecules 2025 dataset.

As for the charge: 0. The HOMO energy (spin up / spin down) comes out at -0.3233 / -0.3287 Eh. For the gap between HOMO and LUMO (spin up / spin down), the calculation gives 7.96 / 8.84 eV. The calculation puts the molar mass at 110.5 g/mol.

Each line ends with the Mulliken charge.
Cartesian coordinates (Å):
C (3.01619, -0.26562, -0.19593)  0.355
C (-0.14088, -0.91113, -0.81324)  -0.971
C (-0.35361, 0.44412, -0.31740)  -0.005
O (2.91561, -1.42898, -0.19939)  -0.281
F (0.74046, 1.29457, -0.67383)  -0.253
Cl (4.08285, 0.69941, 0.69572)  -0.092
H (0.25662, -1.03566, -1.70171)  0.511
H (-0.16849, -1.79422, -0.07478)  0.263
H (-1.32915, 0.75626, -0.76906)  0.242
H (-0.57842, 0.42393, 0.77992)  0.231



Entry x
The following is a quantum chemistry calculation of one molecule with the formula C3H4ClFO, from the Open Molecules 2025 dataset.

The SMILES is CC(=O)[C@@H](F)Cl. As for the charge: 0. The HOMO energy comes out at -0.3742 Eh. For the gap between HOMO and LUMO, the calculation gives 10.78 eV. The calculation puts the molar mass at 110.5 g/mol.

Each line ends with the Mulliken charge.
Cartesian coordinates (Å):
C (0.99967, -1.07141, -0.00085)  -0.887
C (0.40661, 0.41605, -0.21285)  0.424
C (-1.01995, 0.82667, 0.27147)  0.206
H (0.68524, -1.22953, 1.12755)  0.273
H (2.03154, -0.80825, -0.29493)  0.281
H (0.47555, -1.83418, -0.63961)  0.306
H (-1.24071, 0.80689, 1.27911)  0.279
O (0.91200, 1.27064, -0.88451)  -0.491
F (-1.19221, 2.09335, -0.11998)  -0.197
Cl (-2.05774, -0.47024, -0.52541)  -0.194



Stability, lowest: entry w



Entry w
The following is a quantum chemistry calculation of C3H4ClFO as an isolated structure, from the Open Molecules 2025 dataset.

As for the charge: 0. The HOMO energy comes out at -0.3844 Eh. For the gap between HOMO and LUMO, the calculation gives 11.16 eV. The calculation puts the molar mass at 110.5 g/mol.

Each line ends with the Mulliken charge.
Cartesian coordinates (Å):
C (-0.43878, -0.59811, -0.12399)  0.728
C (0.92024, -0.32353, 0.43242)  -0.469
C (-0.39306, 0.98006, -0.38449)  -0.491
H (1.46243, -1.04284, 1.54869)  0.264
H (1.80041, -0.53491, -0.37843)  0.229
H (-1.51454, 1.38036, -0.12302)  0.290
H (-0.26489, 1.36939, -1.47278)  0.246
O (0.73514, 1.19257, 0.53617)  -0.352
F (-0.34957, -1.39982, -1.02279)  -0.214
Cl (-1.95737, -1.02317, 0.98822)  -0.231



Entry x
The following is a quantum chemistry calculation of one molecule with the formula C3H4ClFO, from the Open Molecules 2025 dataset.

The SMILES is OC/C(Cl)=C\F. As for the charge: 0. The HOMO energy comes out at -0.3572 Eh. For the gap between HOMO and LUMO, the calculation gives 10.49 eV. The calculation puts the molar mass at 110.5 g/mol.

Each line ends with the Mulliken charge.
Cartesian coordinates (Å):
C (0.69582, 0.31779, 0.68523)  -0.152
C (-0.28214, 0.10092, -0.42095)  0.217
C (-1.54758, -0.25156, -0.33780)  -0.256
H (2.05567, -0.55487, -0.35983)  0.285
H (0.40592, -0.33042, 1.52244)  0.237
H (0.71025, 1.34924, 0.96549)  0.250
H (-2.17567, -0.50707, -1.22242)  0.325
O (2.03513, 0.01431, 0.40258)  -0.477
F (-2.17149, -0.53338, 0.81225)  -0.235
Cl (0.27409, 0.39503, -2.04699)  -0.194



Stability, lowest: entry w



Entry w
The following is a quantum chemistry calculation of a 2-piece molecular cluster, C6H14NO overall, from the Open Molecules 2025 dataset.

As for the charge: -1. The HOMO energy comes out at -0.1003 Eh. For the gap between HOMO and LUMO, the calculation gives 5.17 eV. The calculation puts the molar mass at 116.2 g/mol.

Each line ends with the Mulliken charge.
Cartesian coordinates (Å):
C (-0.25934, 1.06585, 2.99175)  -1.285
C (-0.62257, 0.68436, 1.41975)  -0.770
N (0.02961, -0.47790, 0.93884)  -0.454
C (-0.76251, -0.46546, -2.66261)  -1.120
C (-0.92105, -0.98743, -1.17064)  -0.306
C (0.29253, -0.28074, -0.42868)  0.506
C (1.68465, -0.74866, -0.80812)  -0.706
O (2.31698, -0.64888, -2.06919)  -0.809
H (-1.08140, 0.73861, 3.63994)  0.329
H (0.75151, 0.77131, 3.28813)  0.444
H (-0.36581, 2.15032, 2.98330)  0.319
H (-0.40658, 1.58164, 0.91437)  0.300
H (-1.74264, 0.66592, 1.38414)  0.374
H (1.26262, 1.00616, 1.64215)  0.132
H (-1.68165, -0.47217, -3.28962)  0.295
H (0.01953, -0.87493, -3.22142)  0.340
H (-0.29888, 0.53669, -2.60648)  0.307
H (-0.74539, -2.05514, -1.15166)  0.316
H (-1.79109, -0.84929, -0.51944)  0.326
H (0.36537, 0.78679, -0.71881)  0.180
H (1.66191, -1.85587, -0.59494)  0.120
H (2.29421, -0.27117, 0.03925)  0.162



Entry x
The following is a quantum chemistry calculation of an isolated ion of composition C6H14NO and charge -1, from the Open Molecules 2025 dataset.

The SMILES is CCNCCCC[O-]. As for the charge: -1. The HOMO energy comes out at -0.0874 Eh. For the gap between HOMO and LUMO, the calculation gives 5.88 eV. The calculation puts the molar mass at 116.2 g/mol.

Each line ends with the Mulliken charge.
Cartesian coordinates (Å):
C (0.17014, -1.07786, 0.68996)  -0.602
C (1.61819, -1.37680, 0.87773)  -0.946
C (2.18090, -1.98342, -0.55562)  -0.531
O (2.11495, -1.23749, -1.61798)  -0.806
C (-0.01693, 0.09239, -0.33711)  -0.548
N (-1.30251, 0.72906, -0.17816)  -0.320
C (-1.43897, 2.03662, 0.42655)  -0.406
C (-2.91762, 2.59166, 0.35494)  -1.046
H (-0.34481, -1.91985, 0.15742)  0.216
H (-0.38944, -0.79696, 1.56605)  0.502
H (1.77525, -2.21433, 1.57754)  0.353
H (2.12542, -0.44910, 1.10922)  0.402
H (1.56484, -2.91290, -0.59552)  0.187
H (3.21369, -2.36554, -0.19186)  0.232
H (0.86822, 0.80641, -0.41224)  0.305
H (0.02323, -0.33940, -1.37716)  0.230
H (-1.95864, 0.12537, 0.46637)  0.252
H (-1.12405, 1.99979, 1.51470)  0.269
H (-0.72808, 2.76246, 0.04000)  0.370
H (-3.57189, 1.90625, -0.27665)  0.333
H (-2.86857, 3.67859, 0.27722)  0.321
H (-3.30653, 2.25348, 1.36097)  0.233



Entry y
The following is a quantum chemistry calculation of C6H14NO as an isolated structure, from the Open Molecules 2025 dataset.

As for the charge: -1. The HOMO energy comes out at -0.0840 Eh. For the gap between HOMO and LUMO, the calculation gives 5.26 eV. The calculation puts the molar mass at 116.2 g/mol.

Each line ends with the Mulliken charge.
Cartesian coordinates (Å):
C (-0.97291, -0.34315, 0.05396)  -0.725
C (-1.81679, 0.41395, -1.02429)  0.161
C (-2.91851, 1.22932, -0.27917)  -0.551
O (-3.08950, 0.78518, 0.98923)  -0.872
C (-0.33129, 0.67318, -0.94354)  -0.745
N (3.36202, 1.39740, -0.94480)  -0.573
C (3.28826, 0.02394, -0.60107)  0.048
C (3.61259, -0.71273, 0.86039)  -0.937
H (-0.93446, 0.04355, 1.01926)  0.253
H (-0.73316, -1.32449, -0.23862)  0.340
H (-4.12718, -2.00467, 2.71853)  0.035
H (-2.13553, -0.24431, -1.86854)  0.324
H (-3.85988, 1.08161, -0.83527)  0.206
H (-2.57277, 2.24402, -0.55956)  0.150
H (0.45009, 0.01346, -1.42476)  0.148
H (-0.10992, 1.73655, -1.03940)  0.309
H (-3.70360, -2.41732, 2.22533)  -0.034
H (2.58918, 0.98236, -0.16293)  0.260
H (2.83853, -0.78287, -1.25058)  0.284
H (4.29305, -0.08350, 1.50004)  0.305
H (4.14223, -1.59539, 0.46880)  0.290
H (2.72955, -1.11608, 1.33698)  0.323



Stability, lowest: entry y



Entry w
The following is a quantum chemistry calculation of one molecule with the formula C7H9N3O2, from the Open Molecules 2025 dataset.

As for the charge: 0. The HOMO energy (spin up / spin down) comes out at -0.3171 / -0.3171 Eh. For the gap between HOMO and LUMO (spin up / spin down), the calculation gives 8.71 / 8.71 eV. The calculation puts the molar mass at 167.2 g/mol.

Each line ends with the Mulliken charge.
Cartesian coordinates (Å):
C (-0.65234, -1.27276, 2.24461)  -0.936
C (-0.24825, -0.45537, 1.17224)  0.841
C (-0.47367, -1.34919, 0.08021)  0.205
C (1.75417, -0.32367, -1.57250)  0.248
C (0.40177, 0.88653, 0.82575)  -0.841
C (0.32854, 0.11328, -1.37816)  -0.086
C (-1.25111, 1.78393, -0.87001)  -0.941
N (-0.94301, -2.51770, 0.40783)  -0.811
N (-1.02625, -2.43977, 1.75336)  0.286
N (0.02855, 1.17851, -0.55898)  0.029
O (2.79194, 0.60929, -1.41914)  -0.492
O (2.09205, -1.46422, -1.94885)  -0.576
H (-0.63789, -1.02970, 3.34960)  0.360
H (0.22674, 1.66805, 1.49850)  0.534
H (1.58595, 0.82157, 0.77831)  0.166
H (-0.22166, -0.31588, -2.23303)  0.391
H (-1.51136, 2.55272, -0.11009)  0.279
H (-1.12742, 2.14769, -1.90839)  0.338
H (-1.93009, 0.99780, -1.01218)  0.417
H (-1.56303, -3.09184, 2.27337)  0.223
H (2.37637, 1.50073, -1.37244)  0.366



Entry x
The following is a quantum chemistry calculation of a 2-piece molecular cluster, C7H9N3O2 overall, from the Open Molecules 2025 dataset.

The SMILES is [H]/N=C/N(O)C=C.C=C(C#N)C=O. As for the charge: 0. The HOMO energy comes out at -0.3188 Eh. For the gap between HOMO and LUMO, the calculation gives 8.06 eV. The calculation puts the molar mass at 167.2 g/mol.

Each line ends with the Mulliken charge.
Cartesian coordinates (Å):
C (0.42719, -0.88795, -1.28498)  -1.328
C (1.30754, 0.01048, -0.83291)  0.866
C (2.52505, -0.42465, -0.09981)  -0.160
C (1.12111, 1.42143, -1.04057)  0.238
C (-0.16504, 0.75922, 1.27859)  -0.472
C (0.63811, -0.18664, 1.77612)  -0.957
C (-1.72911, -0.53914, -0.12404)  0.029
H (-0.43430, -0.61448, -1.81202)  0.702
H (0.59041, -1.94472, -1.11422)  0.362
H (2.59987, -1.52987, 0.03027)  0.344
H (-2.85883, 1.34493, -0.16566)  0.416
H (0.06048, 1.81979, 1.36982)  0.486
H (0.39578, -1.24391, 1.74703)  0.319
H (1.57746, 0.10664, 2.22274)  0.462
H (-1.03821, -1.36115, -0.07846)  0.610
H (-2.98314, -1.33222, -1.31381)  0.208
N (0.96194, 2.56298, -1.20928)  -0.496
N (-1.35768, 0.54037, 0.60881)  0.232
N (-2.82926, -0.48764, -0.78711)  -0.886
O (3.35953, 0.32725, 0.33542)  -0.484
O (-2.16889, 1.65930, 0.49406)  -0.493



Stability, lowest: entry x



Entry w
The following is a quantum chemistry calculation of C9H12O3 as an isolated structure, from the Open Molecules 2025 dataset.

As for the charge: 0. The HOMO energy comes out at -0.3585 Eh. For the gap between HOMO and LUMO, the calculation gives 10.46 eV. The calculation puts the molar mass at 168.2 g/mol.

Each line ends with the Mulliken charge.
Cartesian coordinates (Å):
C (-0.08449, -1.56228, -0.44790)  0.060
C (-0.42675, -0.25281, 1.66293)  -0.068
C (1.38330, -1.74290, -0.39127)  -0.611
C (2.05000, -0.42380, 0.10012)  -0.958
C (1.34699, 0.81953, -0.52424)  -0.948
C (-0.84883, -0.44387, 0.29443)  1.520
C (0.01649, 1.02576, 0.19551)  1.320
C (-2.37083, -0.49144, -0.05870)  -1.618
C (-0.68847, 2.24241, -0.29429)  -1.785
O (-0.65125, -2.35159, -1.16564)  -0.601
O (-0.65431, -0.89131, 2.62268)  -0.572
O (0.17397, 0.95792, 1.59835)  -0.439
H (1.46052, -2.65732, 0.27531)  0.284
H (1.68877, -2.09629, -1.38455)  0.359
H (1.88441, -0.38734, 1.13277)  0.377
H (3.05927, -0.39880, -0.17238)  0.519
H (1.88935, 1.76616, -0.20419)  0.455
H (1.38940, 0.76908, -1.61792)  0.400
H (-2.55548, -0.94144, -1.14466)  0.292
H (-2.93345, 0.36091, 0.03315)  0.466
H (-2.73726, -1.19488, 0.65382)  0.404
H (-1.69327, 2.46471, 0.17717)  0.387
H (-0.62315, 2.31830, -1.39924)  0.336
H (-0.07491, 3.11130, 0.05871)  0.419



Entry x
The following is a quantum chemistry calculation of a 2-piece molecular cluster, C9H12O3 overall, from the Open Molecules 2025 dataset.

The SMILES is C1OCOCO1.c1ccccc1. As for the charge: 0. The HOMO energy comes out at -0.3573 Eh. For the gap between HOMO and LUMO, the calculation gives 10.62 eV. The calculation puts the molar mass at 168.2 g/mol.

Each line ends with the Mulliken charge.
Cartesian coordinates (Å):
O (2.06362, -1.92972, 0.01126)  -0.405
O (0.38878, -2.30865, 1.58591)  -0.405
O (-0.01109, -2.74378, -0.66775)  -0.404
C (1.47897, -1.49856, 1.21679)  0.153
C (1.08550, -1.92673, -1.00080)  0.157
C (-0.56253, -2.29960, 0.54865)  0.153
H (1.16221, -0.44106, 1.13436)  0.013
H (2.24339, -1.55967, 2.01515)  0.245
H (1.54372, -2.32104, -1.92816)  0.244
H (0.74697, -0.89291, -1.20588)  0.011
H (-1.38681, -2.98408, 0.82706)  0.245
H (-0.99221, -1.28640, 0.42926)  0.013
C (-1.89189, 1.36276, -0.64695)  -0.365
C (-0.89267, 1.58553, -1.59510)  -0.361
C (-1.64593, 1.62658, 0.70101)  -0.362
C (0.35251, 2.07211, -1.19531)  -0.368
C (-0.40075, 2.11316, 1.10081)  -0.366
C (0.59846, 2.33592, 0.15265)  -0.360
H (-2.87170, 0.97988, -0.96154)  0.360
H (-1.08620, 1.37794, -2.65579)  0.360
H (-2.43221, 1.45129, 1.44710)  0.360
H (1.13878, 2.24740, -1.94140)  0.361
H (-0.20721, 2.32075, 2.16149)  0.361
H (1.57828, 2.71881, 0.46724)  0.360



Stability, lowest: entry w